ORCA calculation (the ωB97M-V functional and the def2-TZVPD basis) on 10 unconnected molecules or ions with the total composition C20H60O10.

CARTESIAN COORDINATES (ANGSTROEM)
C 1.7844 -3.3215 3.0415
C 2.1633 -3.5703 1.5713
O 1.0845 -4.1340 0.8660
H 1.3414 -4.2172 3.4768
H 1.0707 -2.4981 3.0154
H 2.6645 -3.0148 3.6067
H 2.9501 -4.3226 1.5146
H 2.4337 -2.6592 1.0375
H 1.2411 -4.0445 -0.0769
C -2.1648 3.2586 -5.9175
C -2.5969 3.4231 -4.4973
O -1.6415 2.8081 -3.6175
H -2.8122 3.8648 -6.5511
H -2.4180 2.2187 -6.1243
H -1.0845 3.3799 -5.9966
H -3.5841 2.9786 -4.3707
H -2.6461 4.4834 -4.2494
H -1.9978 2.7514 -2.7279
C -2.2762 -3.1994 -0.9881
C -3.3360 -4.2278 -1.2892
O -4.5486 -3.5890 -1.5075
H -2.3597 -2.5943 -0.0853
H -2.2200 -2.4364 -1.7645
H -1.3164 -3.7160 -0.9814
H -3.4242 -4.9752 -0.5007
H -3.1141 -4.6936 -2.2493
H -5.1770 -4.3012 -1.6472
C -3.5283 -1.6924 2.5020
C -2.9920 -0.6529 3.5923
O -2.1506 -1.3376 4.5308
H -4.0450 -2.5153 2.9960
H -2.6693 -2.0564 1.9382
H -4.2327 -1.3592 1.7399
H -3.8589 -0.2554 4.1201
H -2.4099 0.1851 3.2088
H -1.7286 -0.7267 5.1394
C 5.9193 0.1741 -0.7130
C 4.4654 -0.2595 -0.8627
O 3.7944 0.3109 0.2723
H 6.3754 -0.2894 0.1617
H 6.0016 1.2603 -0.6734
H 6.5300 -0.1323 -1.5623
H 4.3500 -1.3384 -0.9664
H 4.0636 0.2034 -1.7640
H 3.3272 1.1079 0.0113
C 1.8044 -2.0778 -2.6189
C 2.3276 -3.5480 -2.7019
O 1.5129 -4.3174 -1.8369
H 1.7900 -1.7724 -1.5727
H 0.8098 -1.9787 -3.0537
H 2.4594 -1.3721 -3.1298
H 3.3773 -3.7030 -2.4525
H 2.1809 -3.8428 -3.7410
H 1.7013 -5.2367 -2.0392
C 0.0370 -0.7304 1.2380
C -0.8824 0.1430 0.4038
O -0.6733 1.5365 0.5985
H 1.0491 -0.6490 0.8417
H -0.4088 -1.7162 1.1051
H -0.0581 -0.5463 2.3082
H -1.9353 0.0741 0.6772
H -0.7969 -0.1706 -0.6366
H -1.2675 2.0387 0.0360
C 0.9949 0.9663 5.2580
C 0.0155 1.5344 6.2984
O -1.0071 0.5310 6.4030
H 1.4703 0.0429 5.5889
H 1.8125 1.6325 4.9828
H 0.5097 0.7862 4.2987
H -0.4245 2.5164 6.1243
H 0.5021 1.5784 7.2728
H -1.5356 0.6608 7.1939
C -1.6308 4.8892 -1.1281
C -2.9028 4.1890 -0.6979
O -2.9101 2.8273 -1.1549
H -1.5139 5.8563 -0.6391
H -1.5683 4.9673 -2.2135
H -0.7444 4.2853 -0.9340
H -3.7093 4.7442 -1.1767
H -3.0487 4.2688 0.3793
H -3.5927 2.3428 -0.6850
C 3.1068 3.2361 -2.1993
C 1.8955 2.3898 -1.6831
O 1.9109 2.5306 -0.2783
H 4.0472 3.0352 -1.6860
H 2.9632 4.3152 -2.1442
H 3.1358 3.0284 -3.2690
H 1.9586 1.3429 -1.9799
H 0.9587 2.7127 -2.1372
H 1.0514 2.3818 0.1227

For the HOMO-LUMO gap, the calculation gives 0.35296 Ha. Its total charge is 0. The value obtained for the LUMO energy is 0.366 eV.

=====

ORCA calculation (the ωB97M-V functional and the def2-TZVPD basis) on 2 unconnected molecules or ions with the total composition C2H6OSSi.

CARTESIAN COORDINATES (ANGSTROEM)
C 0.2105 1.9973 0.7420
C 0.9846 1.2364 0.0061
O 1.9114 -0.8687 -1.3498
Si -1.3572 -2.0019 -0.1157
S 1.3154 -0.4891 -0.0199
H 0.3691 3.1058 0.5436
H -0.4727 1.6708 1.5493
H 1.5267 1.6580 -0.8297
H -1.3623 -1.3998 -1.4637
H -2.4682 -1.5833 0.8009
H -0.6574 -3.3255 0.1370

For the HOMO-LUMO gap (spin up / spin down), the calculation gives 0.26324 / 0.22707 Ha. Its total charge is 0. The value obtained for the LUMO energy (spin up / spin down) is -0.891 / -1.194 eV.

=====

ORCA calculation (the ωB97M-V functional and the def2-TZVPD basis) on a single C11H14N2S2 molecule.

CARTESIAN COORDINATES (ANGSTROEM)
C -2.3052 2.5293 1.0266
C -2.2722 1.4078 0.0177
C -3.0063 1.7378 -1.2662
C -1.8603 0.0895 0.3137
S -1.7463 -1.0713 -1.0779
C -1.3448 -2.3637 0.1387
S -2.4112 -2.9956 1.1818
N -0.1007 -2.8514 -0.0204
N 0.8815 -2.3476 -0.8320
C 1.7959 -1.3484 -0.4247
C 2.2689 -0.3953 -1.3342
C 3.1930 0.5554 -0.9070
C 3.6101 0.6470 0.4750
C 3.0466 -0.3527 1.3880
C 2.1215 -1.2920 0.8998
H -2.3251 2.0927 2.0112
H -3.2273 3.0404 0.9316
H -1.4688 3.2077 1.0466
H -2.6916 2.6951 -1.6515
H -3.9813 1.8306 -0.8961
H -2.6610 1.0960 -2.0362
H -1.4776 -0.1819 1.2046
H 0.1310 -3.6294 0.5222
H 0.6176 -2.2499 -1.7931
H 2.1861 -0.5155 -2.4058
H 3.7152 1.2717 -1.5778
H 4.2216 1.5343 0.9490
H 3.3019 -0.2550 2.3987
H 1.7889 -1.8858 1.7178

For the HOMO-LUMO gap, the calculation gives 0.30849 Ha. Its total charge is 0. The value obtained for the LUMO energy is 0.466 eV.

=====

ORCA calculation (the ωB97M-V functional and the def2-TZVPD basis) on 2 unconnected molecules or ions with the total composition C4H11INO.

CARTESIAN COORDINATES (ANGSTROEM)
C -0.5384 -1.2446 1.1990
C -1.4660 -1.4341 -1.0111
C -0.4198 1.3695 -0.1453
C 1.9420 1.5122 -0.2438
N 0.7354 1.5239 0.4306
O -0.6334 -0.6504 -0.1582
I 3.0516 -0.3238 0.1481
H -0.1739 -0.4977 1.8904
H -1.5207 -1.6731 1.4080
H 0.3244 -1.9759 1.1670
H -1.3228 -0.9989 -1.9987
H -0.9910 -2.3437 -1.0451
H -2.5523 -1.6099 -0.6543
H -1.3348 1.6422 0.2628
H -0.4265 1.1943 -1.2041
H 2.5402 2.2993 -0.1211
H 1.7690 1.4944 -1.3724
H 1.0168 1.7160 1.4484

For the HOMO-LUMO gap, the calculation gives 0.34109 Ha. Its total charge is +1. The value obtained for the LUMO energy is -4.097 eV.

=====

The energy relative to the best compared isomer or geometry (same formula, charge and spin) results, record by record, are as follows: 40.5; 105.8; 39.7; 62.4 kcal per mole.